No. 1
Here is a cluster of 3 separate species, C2H7O4 in total from the OMol25 dataset. Energies are from ωB97M-V with the def2-TZVPD basis set.

Its energy above the lowest of the compared OMol25 structures with the same formula, charge and spin is 99.1 kJ/mol. As for the total charge: -1. The calculation puts the HOMO energy at -4.673 eV. Its energy is -381.42244 Eh. The value obtained for the frontier orbital gap is 8.3 eV.

Each line ends with the natural charge from an NBO analysis.
Atoms and positions in Å:
O  -1.31746  -1.11739  -2.01327  -0.744
C  -1.28552  0.01060  -1.47564  0.797
O  -0.57828  0.45814  -0.47409  -0.837
C  -2.23649  1.14616  -2.14329  -0.745
H  -1.57633  1.66170  -2.85295  0.201
H  -3.07409  0.71194  -2.67496  0.194
H  -2.62752  1.81963  -1.32587  0.199
H  2.88904  -0.29218  3.93790  0.487
H  4.14413  -0.66984  2.98927  0.478
O  3.86142  -0.62216  3.97443  -0.965
H  0.12795  -0.44693  0.68223  0.510
H  1.04970  -1.40788  0.23317  0.454
O  0.62346  -1.25180  1.14307  -1.030

=====

No. 2
Here is a cluster of 3 separate species, C2H7O4 in total from the OMol25 dataset. Energies are from ωB97M-V with the def2-TZVPD basis set.

Its energy above the lowest of the compared OMol25 structures with the same formula, charge and spin is 2.6 kJ/mol. As for the total charge: 0. The calculation puts the HOMO energy (alpha / beta) at -11.051 / -11.050 eV. As for the multiplicity: 2. Its energy is -381.28996 Eh. The value obtained for the frontier orbital gap (alpha / beta) is 11.3 / 7.6 eV.

Each line ends with the Löwdin spin population.
Atoms and positions in Å:
O  -1.40380  -0.85398  -2.33517  0.086
C  -0.37023  -1.11490  -1.78201  0.038
O  -0.38532  -1.56557  -0.53674  0.833
C  1.00002  -1.15310  -2.40291  0.032
H  1.06464  -1.74614  -3.30374  0.003
H  1.13974  -0.09150  -2.65511  0.005
H  1.76787  -1.36498  -1.67405  0.005
H  -1.21703  1.80516  3.33588  0.000
H  -0.50703  3.16111  3.24376  0.000
O  -1.18142  2.67969  3.72677  0.000
H  -0.11006  -0.66361  1.40991  -0.001
H  0.36308  0.69277  1.15723  0.000
O  -0.16047  0.21505  1.81618  0.000

=====

No. 3
Here is a cluster of 2 separate species, C2H7OPS in total from the OMol25 dataset. Energies are from ωB97M-V with the def2-TZVPD basis set.

Its energy above the lowest of the compared OMol25 structures with the same formula, charge and spin is 496.2 kJ/mol. As for the total charge: 0. The calculation puts the HOMO energy (alpha / beta) at -9.245 / -9.236 eV. Its energy is -895.02708 Eh. The value obtained for the frontier orbital gap (alpha / beta) is 6.1 / 6.1 eV.

Each line ends with the natural charge from an NBO analysis.
Atoms and positions in Å:
C  -1.55503  0.20419  0.30928  -1.052
C  0.86096  -0.80702  -0.82883  -0.581
O  0.53196  1.92440  -0.47043  -1.065
P  0.19295  0.56877  0.06267  1.683
S  3.45943  0.14720  0.42777  -0.301
H  -2.18904  0.09812  -0.70900  0.248
H  -1.76920  -0.78646  0.79697  0.256
H  -2.14312  1.07917  0.61864  0.279
H  0.63979  -1.79551  -0.73296  0.198
H  1.78634  -0.83449  -1.41474  0.257
H  0.49858  0.32838  1.39622  -0.084
H  2.70748  1.20284  -0.17248  0.164

=====

No. 4
Here is a structure of composition C2H7OPS from the OMol25 dataset. Energies are from ωB97M-V with the def2-TZVPD basis set.

Its energy above the lowest of the compared OMol25 structures with the same formula, charge and spin is 180.2 kJ/mol. As for the total charge: 0. The calculation puts the HOMO energy at -9.157 eV. Its energy is -895.14741 Eh. The value obtained for the frontier orbital gap is 9.9 eV.

Each line ends with the natural charge from an NBO analysis.
Atoms and positions in Å:
C  -0.63610  -1.64682  0.04999  -1.017
C  -0.23137  1.13244  -0.49549  -0.842
O  1.21844  -0.17021  1.54810  -1.078
P  0.66950  -0.39810  0.22338  1.727
S  0.96575  2.55483  -0.50868  -0.040
H  -1.30482  -1.47552  -0.69424  0.238
H  -0.30053  -2.66457  0.04702  0.252
H  -1.39342  -1.63603  0.98813  0.260
H  -0.60663  1.04583  -1.42760  0.212
H  -1.28611  1.38035  0.32113  0.230
H  1.63729  -0.63098  -0.85552  -0.092
H  1.26802  2.50879  0.80378  0.151

=====

No. 5
Here is a cluster of 2 separate species, C2H7OS in total from the OMol25 dataset. Energies are from ωB97M-V with the def2-TZVPD basis set.

Its energy above the lowest of the compared OMol25 structures with the same formula, charge and spin is 177.0 kJ/mol. As for the total charge: -1. The calculation puts the HOMO energy at -2.417 eV. Its energy is -553.79653 Eh. The value obtained for the frontier orbital gap is 6.4 eV.

Each line ends with the natural charge from an NBO analysis.
Atoms and positions in Å:
O  3.04669  -0.12701  -0.78840  -1.096
H  3.10005  0.07681  -1.73291  0.433
C  0.64745  -0.23816  0.38714  -1.061
S  -0.57987  0.37755  -0.66635  0.132
C  -2.19054  0.24637  0.20320  -0.779
H  0.84818  0.38165  1.24968  0.172
H  0.65349  -1.31025  0.58418  0.173
H  2.01891  -0.10652  -0.38532  0.463
H  -2.57723  -0.77442  0.17639  0.182
H  -2.92128  0.91457  -0.26004  0.186
H  -2.04584  0.55941  1.23243  0.195

=====

No. 6
Here is a cluster of 2 separate species, C2H7OS in total from the OMol25 dataset. Energies are from ωB97M-V with the def2-TZVPD basis set.

Its energy above the lowest of the compared OMol25 structures with the same formula, charge and spin is 250.8 kJ/mol. As for the total charge: -1. The calculation puts the HOMO energy at -1.228 eV. Its energy is -553.76843 Eh. The value obtained for the frontier orbital gap is 3.9 eV.

Each line ends with the natural charge from an NBO analysis.
Atoms and positions in Å:
O  -3.23021  -6.00780  0.16589  -0.950
H  -3.30276  -5.11784  -0.19672  0.478
C  0.56872  3.47618  -0.73583  -1.130
S  -0.01509  2.25858  0.26962  0.109
C  1.43017  1.14983  0.67506  -0.829
H  0.58956  3.45777  -1.82652  0.155
H  1.12707  4.34065  -0.37267  0.152
H  -2.45640  -6.44598  -0.19428  0.472
H  1.63483  0.40145  -0.10272  0.170
H  2.29126  1.82214  0.66201  0.200
H  1.36285  0.66501  1.65615  0.173

=====

No. 7
Here is a cluster of 2 separate species, C2H7OS in total from the OMol25 dataset. Energies are from ωB97M-V with the def2-TZVPD basis set.

Its energy above the lowest of the compared OMol25 structures with the same formula, charge and spin is 251.8 kJ/mol. As for the total charge: -1. The calculation puts the HOMO energy at -2.292 eV. Its energy is -553.76803 Eh. The value obtained for the frontier orbital gap is 6.3 eV.

Each line ends with the natural charge from an NBO analysis.
Atoms and positions in Å:
O  2.40437  -1.42637  -0.91623  -1.094
H  2.80742  -1.01266  -1.69782  0.423
C  0.46963  0.53074  -0.61855  -1.095
S  -0.58600  -0.17402  0.45806  0.141
C  -1.99474  1.13844  0.87689  -0.799
H  1.05854  1.45699  -0.38222  0.189
H  0.16860  0.25210  -1.62439  0.188
H  1.62686  -0.56474  -0.64379  0.457
H  -2.78823  0.47786  1.25953  0.199
H  -1.54153  1.81715  1.63752  0.186
H  -2.03985  1.75350  -0.09802  0.206

=====

No. 8
Here is a cluster of 2 separate species, C2H7OS in total from the OMol25 dataset. Energies are from ωB97M-V with the def2-TZVPD basis set.

Its energy above the lowest of the compared OMol25 structures with the same formula, charge and spin is 74.9 kJ/mol. As for the total charge: -1. The calculation puts the HOMO energy at -2.838 eV. Its energy is -553.83541 Eh. The value obtained for the frontier orbital gap is 6.8 eV.

Each line ends with the natural charge from an NBO analysis.
Atoms and positions in Å:
S  -2.84949  0.71584  1.44497  -1.059
H  -2.65889  0.35241  2.75440  0.090
C  0.02885  -0.05673  -0.67389  -0.054
O  -0.39501  -1.32330  -0.16045  -0.769
C  1.61986  0.16956  -0.45601  -0.640
H  -0.60704  0.78056  -0.34605  0.218
H  -0.06207  -0.20431  -1.85575  0.122
H  -0.91891  -1.11421  0.68798  0.507
H  2.02690  -0.71545  -0.82665  0.198
H  1.76737  0.41087  0.60558  0.205
H  2.04842  0.98476  -1.17415  0.182

=====

No. 9
Here is a cluster of 2 separate species, C2H7OS in total from the OMol25 dataset. Energies are from ωB97M-V with the def2-TZVPD basis set.

Its energy above the lowest of the compared OMol25 structures with the same formula, charge and spin is 134.8 kJ/mol. As for the total charge: 0. The calculation puts the HOMO energy (alpha / beta) at -8.824 / -9.111 eV. As for the multiplicity: 2. Its energy is -553.72104 Eh. The value obtained for the frontier orbital gap (alpha / beta) is 9.7 / 7.9 eV.

Each line ends with the Löwdin spin population.
Atoms and positions in Å:
O  2.19990  -1.67491  -0.74745  0.144
H  2.40578  -1.25480  -1.59001  0.004
C  0.44302  -0.49467  0.61077  0.605
S  0.12303  0.94799  -0.34621  0.083
C  -1.62257  1.28340  0.08558  0.057
H  0.90318  -0.40221  1.58708  0.031
H  -0.14274  -1.38253  0.40804  0.020
H  1.64785  -0.98846  -0.20011  0.049
H  -2.24377  0.61061  -0.52257  0.001
H  -1.94248  2.18689  -0.43374  0.006
H  -1.77119  1.16868  1.14862  0.002

=====

No. 10
Here is a cluster of 3 separate species, C2H7OS2 in total from the OMol25 dataset. Energies are from ωB97M-V with the def2-TZVPD basis set.

Its energy above the lowest of the compared OMol25 structures with the same formula, charge and spin is 171.6 kJ/mol. As for the total charge: -1. The calculation puts the HOMO energy at -2.563 eV. Its energy is -951.99547 Eh. The value obtained for the frontier orbital gap is 6.2 eV.

Each line ends with the natural charge from an NBO analysis.
Atoms and positions in Å:
C  -1.66546  1.64199  0.35963  0.275
O  -2.69755  2.14571  -0.01961  -0.575
H  -1.56956  0.61208  0.74844  0.142
H  1.13618  -1.59712  -6.14413  -0.017
H  -0.72230  2.14931  0.09245  0.113
C  0.82969  -0.70897  2.37947  -0.737
S  1.20861  0.39414  0.94878  -0.071
S  0.43690  -0.90324  -0.52380  -0.754
H  -0.12805  -0.36959  2.79626  0.191
H  0.82884  -1.74246  2.05251  0.229
H  1.61672  -0.53719  3.10484  0.187
H  0.72596  -1.08465  -5.79483  0.017

=====

Repeat the sixth record exactly.
Here is a cluster of 2 separate species, C2H7OS in total from the OMol25 dataset. Energies are from ωB97M-V with the def2-TZVPD basis set.

Its energy above the lowest of the compared OMol25 structures with the same formula, charge and spin is 250.8 kJ/mol. As for the total charge: -1. The calculation puts the HOMO energy at -1.228 eV. Its energy is -553.76843 Eh. The value obtained for the frontier orbital gap is 3.9 eV.

Each line ends with the natural charge from an NBO analysis.
Atoms and positions in Å:
O  -3.23021  -6.00780  0.16589  -0.950
H  -3.30276  -5.11784  -0.19672  0.478
C  0.56872  3.47618  -0.73583  -1.130
S  -0.01509  2.25858  0.26962  0.109
C  1.43017  1.14983  0.67506  -0.829
H  0.58956  3.45777  -1.82652  0.155
H  1.12707  4.34065  -0.37267  0.152
H  -2.45640  -6.44598  -0.19428  0.472
H  1.63483  0.40145  -0.10272  0.170
H  2.29126  1.82214  0.66201  0.200
H  1.36285  0.66501  1.65615  0.173